The following is a quantum chemistry calculation of 6 unconnected molecules or ions with the total composition C45H100BF4N5 in a non-equilibrium geometry, from OMol25.

Results
F_max in eV/A: 2.22
Energy relative to the best compared isomer or geometry (same formula, charge and spin) in kcal/mol: 16.3
Frontier orbital gap in eV: 11.609
LUMO level in eV: -7.4
Net charge: +4

Bonds (Å) are listed after each position.
Positions of all 155 atoms, in Å:
1 C -5.17936 5.13061 -5.10358  C2 1.534, H11 1.091, H12 1.088, H13 1.091
2 C -3.64802 5.11334 -5.19663  C1 1.534, C3 1.531, H14 1.093, H15 1.090
3 C -3.02824 4.16003 -4.17119  C2 1.531, N4 1.536, H16 1.087, H17 1.087
4 N -1.49468 4.14443 -4.24988  C3 1.536, C5 1.523, C9 1.528, C10 1.509
5 C -1.00773 3.74181 -5.63534  N4 1.523, C6 1.529, H18 1.090, H19 1.085
6 C 0.49467 3.45677 -5.63158  C5 1.529, C7 1.505, H20 1.091, H21 1.092
7 C 0.81054 2.43759 -4.57090  C6 1.505, C8 1.524, H22 1.098, H23 1.092
8 C 0.39956 2.89904 -3.17820  C7 1.524, C9 1.506, H24 1.091, H25 1.092
9 C -1.07361 3.20586 -3.11981  N4 1.528, C8 1.506, H26 1.088, H27 1.091
10 C -1.04404 5.54113 -3.89912  N4 1.509, H28 1.087, H29 1.087, H30 1.084
11 H -5.56485 4.15990 -5.41979  C1 1.091
12 H -5.59469 5.89872 -5.75213  C1 1.088
13 H -5.52832 5.36741 -4.09759  C1 1.091
14 H -3.33434 6.13918 -4.98517  C2 1.093
15 H -3.37179 4.95282 -6.23861  C2 1.090
16 H -3.34911 3.14912 -4.41097  C3 1.087
17 H -3.33996 4.48022 -3.18069  C3 1.087
18 H -1.58857 2.84366 -5.84540  C5 1.090
19 H -1.28236 4.58209 -6.26450  C5 1.085
20 H 0.78652 3.08148 -6.61366  C6 1.091
21 H 1.06767 4.37691 -5.50170  C6 1.092
22 H 0.30488 1.48872 -4.79409  C7 1.098
23 H 1.86514 2.15353 -4.56006  C7 1.092
24 H 0.70935 2.13756 -2.46069  C8 1.091
25 H 0.91394 3.80462 -2.84858  C8 1.092
26 H -1.72839 2.33672 -3.12238  C9 1.088
27 H -1.29785 3.78779 -2.22518  C9 1.091
28 H 0.01666 5.46352 -3.67568  C10 1.087
29 H -1.54248 5.90506 -3.00447  C10 1.087
30 H -1.19724 6.22148 -4.72951  C10 1.084
31 C 2.97331 0.10802 9.20843  C32 1.525, H41 1.086, H42 1.089, H43 1.088
32 C 2.87222 1.21523 8.16404  C31 1.525, C33 1.540, H44 1.097, H45 1.095
33 C 1.44251 1.75086 7.96293  C32 1.540, N34 1.524, H46 1.087, H47 1.086
34 N 1.34739 3.12075 7.30240  C33 1.524, C35 1.514, C39 1.540, C40 1.532
35 C 1.95273 3.19800 5.91675  N34 1.514, C36 1.516, H48 1.089, H49 1.091
36 C 1.14538 2.43913 4.88240  C35 1.516, C37 1.542, H50 1.095, H51 1.093
37 C -0.35324 2.80288 4.88239  C36 1.542, C38 1.533, H52 1.089, H53 1.092
38 C -0.92361 2.61429 6.29260  C37 1.533, C39 1.530, H54 1.087, H55 1.090
39 C -0.13480 3.53125 7.22958  N34 1.540, C38 1.530, H56 1.088, H57 1.089
40 C 2.11587 4.17907 8.09922  N34 1.532, H58 1.089, H59 1.083, H60 1.084
41 H 4.01357 0.06350 9.51880  C31 1.086
42 H 2.61897 -0.81618 8.75421  C31 1.089
43 H 2.36606 0.33025 10.08398  C31 1.088
44 H 3.17588 0.95532 7.14296  C32 1.097
45 H 3.58683 2.01822 8.37117  C32 1.095
46 H 0.86860 1.86962 8.87829  C33 1.087
47 H 1.01352 1.09224 7.21413  C33 1.086
48 H 2.99308 2.88695 6.00035  C35 1.089
49 H 1.98508 4.23817 5.58804  C35 1.091
50 H 1.28632 1.35758 4.97751  C36 1.095
51 H 1.46301 2.60899 3.85061  C36 1.093
52 H -0.89720 2.20010 4.15611  C37 1.089
53 H -0.52285 3.84036 4.58835  C37 1.092
54 H -0.88257 1.58369 6.63660  C38 1.087
55 H -1.96567 2.92796 6.23108  C38 1.090
56 H -0.48987 3.52024 8.25839  C39 1.088
57 H -0.03823 4.55857 6.88240  C39 1.089
58 H 1.78215 3.96908 9.11399  C40 1.089
59 H 1.88155 5.16660 7.72122  C40 1.083
60 H 3.17020 3.94804 7.99473  C40 1.084
61 C -1.09359 -3.25418 2.72928  C62 1.525, H71 1.092, H72 1.090, H73 1.090
62 C 0.15805 -2.76684 3.45064  C61 1.525, C63 1.537, H74 1.093, H75 1.088
63 C 1.42663 -3.10269 2.64962  C62 1.537, N64 1.528, H76 1.093, H77 1.085
64 N 2.69398 -2.45572 3.20541  C63 1.528, C65 1.523, C69 1.528, C70 1.472
65 C 3.07971 -3.07736 4.54123  N64 1.523, C66 1.525, H78 1.093, H79 1.088
66 C 4.46368 -2.62128 4.99034  C65 1.525, C67 1.510, H80 1.094, H81 1.095
67 C 5.54022 -3.13051 4.06119  C66 1.510, C68 1.518, H82 1.094, H83 1.088
68 C 5.19838 -2.58929 2.68491  C67 1.518, C69 1.547, H84 1.092, H85 1.093
69 C 3.76131 -2.90939 2.20980  N64 1.528, C68 1.547, H86 1.088, H87 1.088
70 C 2.60377 -0.98654 3.23284  N64 1.472, H88 1.089, H89 1.084, H90 1.090
71 H -1.16577 -2.72771 1.77491  C61 1.092
72 H -2.01220 -3.01166 3.26420  C61 1.090
73 H -1.14412 -4.33106 2.56759  C61 1.090
74 H 0.30198 -3.29236 4.39804  C62 1.093
75 H 0.05978 -1.69898 3.63638  C62 1.088
76 H 1.33108 -2.62763 1.67032  C63 1.093
77 H 1.64673 -4.15969 2.53862  C63 1.085
78 H 3.12346 -4.16315 4.42818  C65 1.093
79 H 2.24206 -2.86221 5.20162  C65 1.088
80 H 4.69484 -2.93432 6.01291  C66 1.094
81 H 4.37680 -1.53901 5.13134  C66 1.095
82 H 5.52063 -4.22381 4.10644  C67 1.094
83 H 6.54365 -2.86788 4.39050  C67 1.088
84 H 5.91632 -2.93546 1.93823  C68 1.092
85 H 5.28965 -1.50011 2.68327  C68 1.093
86 H 3.69596 -3.98550 2.06688  C69 1.088
87 H 3.58664 -2.36621 1.28317  C69 1.088
88 H 2.24372 -0.49494 2.33002  C70 1.089
89 H 3.55641 -0.54617 3.50568  C70 1.084
90 H 1.86252 -0.66201 3.96280  C70 1.090
91 C -8.75150 -2.32440 -3.99237  C92 1.544, H101 1.090, H102 1.093, H103 1.086
92 C -7.27079 -1.97166 -4.25142  C91 1.544, C93 1.538, H104 1.091, H105 1.090
93 C -6.32379 -2.24731 -3.07103  C92 1.538, N94 1.522, H106 1.086, H107 1.090
94 N -5.08173 -1.36956 -3.12943  C93 1.522, C95 1.534, C99 1.510, C100 1.496
95 C -4.11547 -1.84274 -2.03572  N94 1.534, C96 1.541, H108 1.093, H109 1.090
96 C -2.93582 -0.91373 -1.68942  C95 1.541, C97 1.502, H110 1.090, H111 1.094
97 C -3.35087 0.52295 -1.54570  C96 1.502, C98 1.540, H112 1.093, H113 1.090
98 C -4.25059 0.98488 -2.70698  C97 1.540, C99 1.516, H114 1.091, H115 1.091
99 C -5.44991 0.07163 -2.87104  N94 1.510, C98 1.516, H116 1.091, H117 1.089
100 C -4.40079 -1.53696 -4.45098  N94 1.496, H118 1.085, H119 1.089, H120 1.086
101 H -9.08360 -1.93002 -3.03166  C91 1.090
102 H -8.88775 -3.40671 -3.91945  C91 1.093
103 H -9.37588 -2.02191 -4.82763  C91 1.086
104 H -7.33972 -0.92239 -4.54054  C92 1.091
105 H -6.96229 -2.57644 -5.10470  C92 1.090
106 H -5.99680 -3.28207 -3.03608  C93 1.086
107 H -6.85797 -1.94809 -2.16976  C93 1.090
108 H -4.80991 -2.00071 -1.20615  C95 1.093
109 H -3.83851 -2.85972 -2.31522  C95 1.090
110 H -2.53253 -1.37533 -0.78759  C96 1.090
111 H -2.17887 -1.00404 -2.47359  C96 1.094
112 H -3.78785 0.72804 -0.56541  C97 1.093
113 H -2.48041 1.17716 -1.50248  C97 1.090
114 H -4.48923 1.99908 -2.38248  C98 1.091
115 H -3.75646 1.09939 -3.67315  C98 1.091
116 H -6.11559 0.06403 -2.00636  C99 1.091
117 H -6.11167 0.39874 -3.67205  C99 1.089
118 H -3.45728 -1.00081 -4.42812  C100 1.085
119 H -5.02924 -1.08008 -5.21410  C100 1.089
120 H -4.29394 -2.58830 -4.70235  C100 1.086
121 C -0.13920 -4.13326 -1.04874  C122 1.502, H131 1.092, H132 1.090, H133 1.091
122 C 0.66338 -3.11719 -1.81044  C121 1.502, C123 1.532, H134 1.087, H135 1.098
123 C 2.14383 -3.50769 -1.85406  C122 1.532, N124 1.505, H136 1.089, H137 1.094
124 N 3.00534 -2.61993 -2.71170  C123 1.505, C125 1.519, C129 1.533, C130 1.494
125 C 4.44455 -3.06350 -2.51459  N124 1.519, C126 1.530, H138 1.090, H139 1.089
126 C 5.43344 -2.60648 -3.58959  C125 1.530, C127 1.522, H140 1.096, H141 1.091
127 C 4.99738 -2.87315 -5.02337  C126 1.522, C128 1.499, H142 1.091, H143 1.092
128 C 3.61518 -2.31870 -5.19010  C127 1.499, C129 1.518, H144 1.096, H145 1.092
129 C 2.59530 -2.80635 -4.17731  N124 1.533, C128 1.518, H146 1.091, H147 1.090
130 C 2.82632 -1.16479 -2.42692  N124 1.494, H148 1.085, H149 1.089, H150 1.086
131 H 0.28025 -4.30695 -0.05504  C121 1.092
132 H -0.20120 -5.05386 -1.62919  C121 1.090
133 H -1.15733 -3.78087 -0.87719  C121 1.091
134 H 0.55937 -2.09259 -1.46114  C122 1.087
135 H 0.22755 -3.14599 -2.81815  C122 1.098
136 H 2.29272 -4.55165 -2.12654  C123 1.089
137 H 2.50923 -3.42495 -0.82637  C123 1.094
138 H 4.46480 -4.15285 -2.50233  C125 1.090
139 H 4.71387 -2.70804 -1.52062  C125 1.089
140 H 6.32031 -3.19914 -3.33987  C126 1.096
141 H 5.81365 -1.59584 -3.43152  C126 1.091
142 H 5.09021 -3.89553 -5.39292  C127 1.091
143 H 5.62937 -2.31720 -5.71959  C127 1.092
144 H 3.20703 -2.65308 -6.15065  C128 1.096
145 H 3.63755 -1.23059 -5.28307  C128 1.092
146 H 2.28262 -3.84482 -4.29831  C129 1.091
147 H 1.65788 -2.26850 -4.31940  C129 1.090
148 H 3.43363 -0.55607 -3.08849  C130 1.085
149 H 3.03764 -0.95871 -1.37862  C130 1.089
150 H 1.78122 -0.91282 -2.58306  C130 1.086
151 B 0.54555 0.53989 0.49398  F152 1.451, F153 1.415, F154 1.399, F155 1.393
152 F 0.72166 -0.89735 0.40585  B151 1.451
153 F -0.70162 0.82830 -0.10824  B151 1.415
154 F 0.48168 0.84497 1.85742  B151 1.399
155 F 1.58181 1.08610 -0.26013  B151 1.393

Results of the Löwdin charge analysis, in e, for atoms 1 through 2:
1. C -0.0773
2. C -0.2318